DFT (the ωB97M-V functional and the def2-TZVPD basis) results for an isolated molecule of C7H14.

XYZ file:
```
21
Properties=species:S:1:pos:R:3:forces:R:3:lowdin_charge:R:1
C 1.129 -1.870 0.935 -0.2880 -0.0481 0.2975 -0.087
C 0.660 -0.965 -0.175 -1.3936 -0.1907 0.4751 -0.177
C 0.810 0.521 -0.203 -0.1022 0.2919 -0.1720 -0.308
C 1.032 1.140 1.183 0.0827 0.0663 -0.0541 -0.061
C -0.593 0.159 -0.488 -0.0080 0.6543 -0.0251 -0.417
C -1.726 0.810 0.250 -0.0483 -0.0289 0.2224 -0.051
C -0.852 0.030 -2.001 -0.0349 0.0768 0.1145 -0.067
H 2.228 -1.948 0.995 -0.3506 0.3555 -0.1770 0.083
H 0.786 -2.877 0.681 -0.0423 0.0407 0.3318 0.070
H 0.763 -1.593 1.922 0.0390 -0.1966 0.1945 0.059
H -0.072 -1.461 -0.796 1.8448 -0.9491 -1.3986 0.095
H 1.338 1.066 -0.986 0.2909 -0.1725 -0.0999 0.131
H 0.540 2.118 1.237 0.1578 -0.0686 -0.0622 0.079
H 2.095 1.286 1.395 -0.0766 -0.0375 -0.0798 0.079
H 0.619 0.536 2.000 0.0627 0.0865 -0.3229 0.070
H -2.699 0.386 -0.021 0.1775 -0.0388 0.0818 0.080
H -1.738 1.869 -0.054 -0.1170 -0.1253 0.1619 0.091
H -1.610 0.770 1.332 -0.0679 0.0111 -0.0315 0.075
H -0.002 -0.452 -2.502 -0.1589 0.1880 0.1628 0.085
H -1.749 -0.552 -2.257 0.0854 0.1457 0.2449 0.084
H -0.961 1.026 -2.447 -0.0525 -0.0608 0.1362 0.088
```
Forces are in eV/Å.

Computed properties:
Calculated total energy (hartree): -275.000235
M (g/mol): 98.2
Energy above the lowest of the compared OMol25 structures with the same formula, charge and spin (kJ/mol): 304.6
SMILES string: C[C@@H]1[C@H](C)C1(C)C
Orbital gap (Eh): 0.325

DFT (the ωB97M-V functional and the def2-TZVPD basis) results for a cluster of 2 separate species, C11H22BClN2O2PS in total.

XYZ file:
```
41
Properties=species:S:1:pos:R:3:forces:R:3:lowdin_charge:R:1
C -3.144 -1.403 3.052 0.2710 1.1839 -0.4481 -0.097
C -3.406 -0.368 1.829 0.3690 0.4176 -0.4001 -0.171
B -2.356 0.871 2.023 -1.1159 0.9165 0.6656 -0.345
O -2.638 1.977 2.891 -0.0264 -1.2400 -2.4442 0.087
C -0.928 0.942 1.201 3.2098 -0.6108 -1.3374 -0.029
C -0.197 -0.304 0.656 1.7034 2.2455 -0.9706 0.119
C 1.121 -0.193 -0.151 -1.6669 2.6744 1.3397 -0.078
C 1.931 -1.413 -0.762 -0.5908 -0.4536 -0.4318 -0.159
C 0.966 -2.588 -1.310 0.0198 0.2799 -0.4892 -0.284
C -0.083 -2.102 -2.424 -0.3209 -0.6901 1.0054 -0.513
S -0.585 -3.618 -3.429 -0.3967 0.1087 0.4351 0.679
C 1.576 1.307 -0.325 -2.6508 -3.9208 1.4530 -0.447
Cl 3.082 1.620 -1.294 -2.4613 -0.0549 1.6476 0.712
N 0.757 2.286 0.301 3.9254 -1.0030 -2.7372 -0.309
P 1.334 4.003 0.071 -1.1729 2.9680 1.0453 0.911
C 3.044 4.249 0.825 1.4624 -0.6489 -0.4889 -0.316
C 1.262 4.424 -1.769 -0.3244 -0.9765 -0.6582 -0.315
N -0.363 2.218 0.994 -0.8955 -3.7950 0.1360 0.096
H -2.193 -1.978 2.803 -1.4224 0.3727 0.4926 0.072
H -2.910 -0.756 3.976 -0.6339 -1.3162 -1.1400 0.091
H -4.065 -2.056 3.188 1.5168 0.7244 0.0134 0.090
H -3.239 -0.876 0.807 -0.4504 0.6133 1.5655 0.099
H -4.477 0.058 1.854 1.5733 -0.7832 0.0231 0.116
H -3.516 2.377 2.670 0.8010 -0.7123 0.7437 0.130
H -0.656 -1.330 0.862 0.7974 1.5853 -0.4050 0.125
H 2.639 -1.900 -0.007 -1.0181 0.9997 -0.7503 0.141
H 2.582 -1.095 -1.658 -1.0899 -0.1105 1.5398 0.107
H 0.400 -3.140 -0.487 0.8809 0.8753 -0.9143 0.107
H 1.644 -3.365 -1.822 -0.8695 1.2606 0.9029 0.114
H 0.406 -1.387 -3.162 -0.8309 -0.9417 0.8789 0.087
H -1.057 -1.680 -1.973 1.7560 -0.3188 -0.7574 0.079
H -1.476 -4.338 -2.617 0.8443 1.2138 -0.4296 -0.100
H 3.007 5.003 1.675 -0.3857 -1.1285 -1.0761 0.048
H 3.753 4.699 0.032 -1.0604 -0.8985 1.1263 0.060
H 3.501 3.262 1.215 -0.6337 1.6153 -0.6173 0.047
H 0.654 3.576 -2.270 1.0278 1.3117 0.5957 0.054
H 0.613 5.367 -1.860 1.2293 -1.3700 0.2618 0.055
H 2.274 4.525 -2.280 -1.3755 -0.0909 0.6268 0.045
O 0.535 -5.646 -0.836 -0.2578 0.1360 -0.0142 -0.079
H 0.377 -4.944 -1.484 0.0811 -0.4087 -0.0461 -0.074
H -0.168 -6.285 -1.005 0.1819 -0.0297 0.0578 0.045
```
Forces are in eV/Å.

Computed properties:
Calculated total energy (hartree): -1916.532093
M (g/mol): 323.6
Net charge: +1
Orbital gap (Eh): 0.254

DFT (the ωB97M-V functional and the def2-TZVPD basis) results for a cluster of 14 separate species, C6H40NO13S in total.

XYZ file:
```
61
Properties=species:S:1:pos:R:3:forces:R:3:lowdin_charge:R:1
C 1.092 -3.144 -1.034 -1.1702 0.8171 -0.2867 -0.265
C 2.525 -3.615 -1.062 1.3761 0.4838 1.1966 -0.665
S 3.777 -2.678 -2.057 -0.2440 -0.5454 -0.5799 0.310
C 1.071 -1.611 -1.029 0.4001 -0.1502 0.3394 -0.233
N -0.211 -0.890 -0.982 -0.4638 -0.7863 -0.3131 -0.207
C -0.402 -0.102 0.253 1.2860 0.8291 -1.3555 -0.191
C 0.292 1.259 0.041 -4.2087 -2.2970 -0.4742 -0.131
C -1.453 -1.646 -1.245 -0.0935 0.3994 0.6966 -0.067
H 0.441 -3.504 -1.828 0.4700 -0.0970 -0.7702 0.089
H 0.494 -3.467 -0.185 0.4083 -0.3820 0.7504 0.102
H 2.687 -4.692 -1.122 -0.3871 0.0010 -0.4698 0.041
H 2.966 -3.352 -0.094 -0.5294 -0.3456 0.3918 0.015
H 1.678 -1.276 -0.180 -0.1329 -0.0400 0.1918 0.110
H 1.701 -1.318 -1.858 -0.5226 0.1625 -0.4217 0.026
H 0.092 -0.581 1.109 -0.5514 -0.2614 0.0674 0.109
H -1.459 0.061 0.339 -0.3826 -0.2180 0.7854 0.064
H -0.357 1.888 -0.570 -0.3858 0.0667 -0.0242 0.080
H 0.389 1.765 0.994 -0.0331 -0.3015 -0.2298 0.088
H 1.122 1.117 -0.641 -1.4134 -1.5422 0.6922 0.043
H -1.405 -2.526 -1.875 0.4578 0.2228 -0.5164 0.084
H -1.931 -2.011 -0.324 0.1285 0.1780 -0.2142 0.064
H -2.111 -0.891 -1.693 -0.2667 -0.9855 -0.3179 0.055
H -0.708 -0.349 4.113 0.2699 -0.0966 0.9833 -0.015
H -1.962 -0.393 5.237 0.9980 0.0202 -0.7439 0.065
O -1.665 -0.364 4.310 -1.4391 0.1207 -0.1182 -0.078
H 1.962 2.085 -0.653 0.4586 1.2713 0.1793 0.039
H 3.010 2.409 0.376 1.2281 0.9287 0.1256 0.082
O 2.070 2.279 0.313 4.1036 2.7444 -0.3815 -0.134
H 2.274 1.091 1.219 0.0444 0.1837 -1.2468 -0.053
H 3.051 -0.301 1.635 0.3469 0.0440 -0.8293 0.051
O 2.492 0.428 1.876 -0.1061 -1.2317 2.6334 -0.047
H 1.279 -0.545 3.140 0.1677 0.5159 0.1349 0.036
H 1.194 0.644 4.090 0.3034 -0.0082 -0.2280 0.051
O 0.949 -0.283 4.018 -0.1825 -0.3572 0.0618 -0.053
H 2.230 1.307 -2.694 -0.2956 0.3908 -0.1861 -0.010
H 0.770 1.863 -2.842 0.9144 -0.0727 0.1647 0.006
O 1.637 2.063 -2.443 0.4843 0.9386 0.4493 -0.118
H -0.900 3.410 3.297 0.0966 -0.4499 0.4937 0.009
H -0.366 2.520 4.471 -0.2472 0.0427 -0.3306 0.009
O -0.735 3.384 4.259 0.0424 0.3427 -0.2023 -0.071
H -1.503 2.783 -3.145 0.1593 -0.1128 -0.1635 0.026
H -1.544 1.505 -3.990 0.4845 -0.1986 -0.0024 -0.002
O -1.977 2.354 -3.865 -0.6270 0.4648 0.1658 -0.062
H -2.834 -0.128 2.918 -0.1597 -0.3496 0.0401 0.020
H -3.648 0.080 1.615 -0.0200 0.3541 -0.3164 0.031
O -3.543 -0.511 2.357 0.0016 0.1884 0.2129 -0.066
H -3.103 -2.049 1.683 0.2079 -0.3575 0.1664 -0.011
H -2.001 -3.116 1.919 -0.3931 0.1574 -0.1932 0.039
O -2.786 -2.931 1.379 0.1768 -0.1189 0.2828 -0.103
H -2.892 3.352 1.700 -0.0018 0.0106 0.1718 0.050
H -2.187 2.395 0.754 0.2971 -0.0670 0.3011 0.010
O -2.092 2.821 1.626 -0.2859 -0.0484 -0.4885 -0.050
H 0.761 -0.032 -4.114 0.4032 -0.1851 -0.1776 0.068
H -0.029 0.009 -2.788 0.1680 0.0430 0.0647 0.054
O 0.133 0.503 -3.633 -1.4640 -0.8896 0.0330 -0.069
H 3.218 -0.708 -2.411 0.3750 -0.4438 0.2603 -0.126
H 3.667 -0.218 -3.739 0.1512 0.0813 -0.3012 0.044
O 3.262 0.127 -2.943 0.0819 0.2300 -0.2125 -0.142
H -3.093 2.010 -1.483 -0.0037 -0.2665 -0.9543 0.042
H -2.564 0.484 -1.525 -0.0938 0.4643 -0.6183 -0.002
O -2.827 1.235 -0.994 -0.3871 0.5083 1.6314 -0.043
```
Forces are in eV/Å.

Computed properties:
Calculated total energy (hartree): -1683.611937
M (g/mol): 366.4
Net charge: -1
Energy above the lowest of the compared OMol25 structures with the same formula, charge and spin (kJ/mol): 429.8
Orbital gap (Eh): 0.219

DFT (the ωB97M-V functional and the def2-TZVPD basis) results for a cluster of 3 separate species, C24H40F17N8O2P2 in total.

XYZ file:
```
93
Properties=species:S:1:pos:R:3:forces:R:3:lowdin_charge:R:1
F -0.807 -9.704 -0.855 -0.6680 0.1940 -1.0657 0.132
C -1.545 -9.571 -2.011 0.9267 -0.2293 1.6866 -0.472
F -2.449 -10.559 -1.976 0.8172 1.0037 -0.8274 0.188
F -0.662 -9.667 -3.024 -1.2341 -0.0612 0.4561 0.173
C -2.209 -8.120 -1.897 -0.2059 -1.5776 0.1093 -0.290
F -3.199 -8.279 -0.957 1.1937 0.8037 -0.6781 0.150
F -1.212 -7.293 -1.469 -1.2003 -0.1681 -0.4536 0.136
C -2.926 -7.657 -3.209 -0.4384 -1.2899 -1.3971 -0.278
F -2.098 -7.656 -4.308 -0.2669 0.5094 1.5734 0.131
F -3.835 -8.659 -3.489 0.8223 0.9865 0.5410 0.141
C -3.756 -6.319 -3.159 -1.5871 -0.4579 -0.5875 -0.288
F -5.030 -6.646 -2.764 1.4716 0.3923 0.1419 0.152
F -3.893 -5.857 -4.445 0.7106 -0.1700 1.3505 0.153
C -3.282 -5.154 -2.232 -1.0215 2.0326 0.5117 -0.274
F -4.266 -4.184 -2.334 0.8767 -1.0761 -0.0685 0.132
F -3.254 -5.445 -0.899 0.5003 -0.4930 -1.4708 0.154
C -1.961 -4.387 -2.719 -0.7033 -0.2588 -0.8270 -0.270
F -2.407 -3.524 -3.689 1.0056 -0.4595 1.2328 0.147
F -1.052 -5.209 -3.344 -0.5847 0.3608 0.7311 0.127
C -1.210 -3.649 -1.561 -0.2810 0.8833 1.2403 -0.288
F -2.067 -2.887 -0.820 0.5644 -0.7092 -1.2261 0.169
F -0.634 -4.532 -0.663 -0.4394 0.4390 -1.3085 0.128
C -0.027 -2.700 -2.019 1.0346 0.7031 1.3055 -0.327
F 0.306 -1.966 -0.888 -0.3325 -0.8661 -0.8430 0.111
F -0.363 -1.801 -2.966 0.2764 -1.2719 0.3939 0.161
C 1.269 -3.506 -2.367 0.7009 -0.7045 -2.9266 -0.028
C 1.621 -3.846 -3.742 1.8484 -1.0922 0.9776 0.095
C 2.823 -4.651 -3.935 -1.5663 1.1148 2.8077 0.091
C 3.544 -5.012 -2.695 -0.3274 0.1438 -2.0107 -0.024
N 3.182 -4.634 -1.472 0.5166 -0.6390 -1.3246 0.132
N 2.089 -3.937 -1.393 -2.0074 1.3596 0.2955 0.097
H 1.019 -3.529 -4.614 0.2907 -0.1258 0.8440 0.145
H 3.167 -5.001 -4.925 -0.2586 0.3458 0.7563 0.134
H 4.461 -5.637 -2.785 -0.8371 0.6423 0.3636 0.142
H 1.800 -3.673 -0.439 0.4024 -0.1924 -0.2844 0.200
O 2.370 2.148 -3.470 -1.6909 -2.5866 -2.0235 -0.277
P 0.931 2.312 -2.972 2.0767 5.4428 4.2278 0.774
N 0.751 3.949 -3.445 -0.0534 1.0088 -0.0259 -0.345
C 1.149 5.149 -2.739 0.2178 0.0992 0.2477 -0.124
C 0.658 4.188 -4.883 -0.4813 -0.5592 -0.1011 -0.120
N 1.290 1.982 -1.311 0.3602 -1.0210 1.2308 -0.327
C 1.711 2.987 -0.346 -0.2305 0.4598 -0.0868 -0.125
C 2.144 0.805 -1.137 0.0217 0.0521 -0.3717 -0.171
N -0.801 2.332 -2.490 -1.3591 -3.6940 -2.2177 -0.330
C -1.653 1.620 -3.445 0.0143 -0.0153 0.1370 -0.157
C -1.528 3.437 -1.910 0.4993 0.8324 -0.2596 -0.122
H 0.473 5.972 -3.001 0.0613 -0.1032 -0.1627 0.092
H 2.173 5.450 -2.981 0.0836 0.1159 0.0075 0.088
H 1.076 5.062 -1.660 0.0255 -0.2108 -0.0001 0.050
H -0.388 4.343 -5.173 0.0202 0.1392 -0.1235 0.076
H 1.040 3.341 -5.459 0.0517 0.0428 0.0175 0.069
H 1.231 5.063 -5.196 0.0569 -0.0471 0.1845 0.086
H 2.568 3.566 -0.710 0.0520 0.1277 0.1063 0.089
H 2.006 2.533 0.604 -0.0427 -0.2429 -0.2057 0.077
H 0.893 3.655 -0.079 0.0666 0.1509 -0.1212 0.062
H 3.204 1.039 -1.291 0.0665 -0.1334 -0.0423 0.080
H 1.861 0.018 -1.843 0.1073 0.0616 -0.0517 0.043
H 2.016 0.385 -0.134 -0.0941 0.2118 0.0334 0.074
H -1.869 2.232 -4.331 -0.1888 -0.0995 -0.0772 0.075
H -2.601 1.322 -2.988 -0.0036 0.1258 0.0105 0.078
H -1.160 0.702 -3.784 0.0477 0.0464 -0.0361 0.055
H -1.837 4.177 -2.659 0.0214 0.0927 0.0045 0.088
H -0.970 3.949 -1.130 0.1750 -0.0354 -0.0998 0.065
H -2.432 3.057 -1.425 0.1174 -0.3131 -0.1507 0.094
O 1.503 4.418 3.492 3.4209 -0.6546 0.7118 -0.288
P 1.332 3.995 4.958 -7.0725 1.0801 -1.1678 0.789
N 0.339 2.639 4.582 -0.9092 -0.9754 -0.3051 -0.345
C -1.081 2.599 4.311 -0.1637 0.2049 -0.1481 -0.132
C 1.022 1.500 3.980 0.5024 0.0840 0.4972 -0.130
N 0.551 5.461 5.444 0.1504 1.6796 0.4125 -0.339
C -0.872 5.717 5.305 -0.1697 -0.4682 0.1445 -0.141
C 1.272 6.663 5.005 0.2491 -0.2441 -0.2013 -0.157
N 1.157 3.479 6.677 4.1381 -0.2521 1.4010 -0.322
C 2.372 2.842 7.193 -0.0198 0.2035 0.1101 -0.155
C -0.005 2.888 7.295 -0.4581 -0.5005 -0.7127 -0.127
H -1.489 1.629 4.624 0.1564 -0.0320 -0.0986 0.089
H -1.303 2.741 3.248 -0.1249 -0.0221 -0.1052 0.083
H -1.650 3.334 4.870 0.1643 0.1526 0.0027 0.048
H 1.206 0.726 4.735 -0.0250 -0.1716 -0.0894 0.074
H 1.988 1.787 3.556 -0.0471 0.0157 -0.0288 0.065
H 0.445 1.053 3.167 -0.0923 0.1626 0.0308 0.077
H -1.221 5.540 4.280 -0.1629 0.0243 -0.0570 0.084
H -1.111 6.753 5.559 0.3335 -0.0127 -0.0340 0.084
H -1.460 5.125 6.007 -0.0600 -0.1541 -0.1385 0.057
H 1.047 6.921 3.964 0.0909 0.0571 -0.0472 0.075
H 2.351 6.519 5.095 -0.0649 0.0158 -0.0927 0.070
H 1.016 7.513 5.644 -0.1383 -0.1607 0.0481 0.081
H 2.453 1.798 6.863 0.1163 -0.0846 0.1425 0.071
H 2.401 2.868 8.285 -0.1163 -0.0685 -0.0278 0.079
H 3.260 3.377 6.838 -0.0345 -0.0076 -0.0643 0.074
H -0.101 1.816 7.076 -0.0908 -0.0587 0.0040 0.085
H -0.933 3.380 7.013 0.0858 0.0288 -0.1657 0.059
H 0.069 2.999 8.381 0.3437 0.1379 -0.0904 0.097
```
Forces are in eV/Å.

Computed properties:
Calculated total energy (hartree): -3906.853805
M (g/mol): 857.6
Net charge: +1
Energy above the lowest of the compared OMol25 structures with the same formula, charge and spin (kJ/mol): 333.7
Orbital gap (Eh): 0.118